Formula: C13H26FN4O4
Source: the Open Molecules 2025 dataset
Level of theory: ωB97M-V/def2-TZVPD

The strongest force on any atom is 0.7 eV Å⁻¹. The calculation puts the LUMO energy at -2.79 eV. For the orbital gap, the calculation gives 10.31 eV.

The geometry in ORCA input format:
```
! RIJCOSX wB97M-V def2-TZVPD def2/J DEFGRID3
* xyz 1 1
C 0.715 -2.760 1.160
C 1.622 -3.109 0.006
O 2.258 -1.941 -0.610
N 1.349 -1.117 -1.164
C 0.619 -1.259 -2.253
N -0.160 -0.216 -2.442
C 0.117 0.633 -1.435
N -0.473 1.824 -1.319
C -0.263 2.807 -0.273
C -1.029 2.509 1.020
O -0.156 2.901 2.082
C -0.721 3.188 3.307
C -1.799 2.258 3.765
O -0.289 4.091 3.935
N 1.053 0.111 -0.609
C 1.732 0.563 0.604
C 2.900 1.534 0.356
C 4.225 0.909 0.723
F 4.195 0.627 2.090
H 1.294 -2.516 2.048
H 0.066 -1.915 0.933
H 0.071 -3.603 1.396
H 1.122 -3.688 -0.768
H 2.484 -3.678 0.344
H 0.675 -2.140 -2.874
H -1.125 2.034 -2.058
H -0.582 3.767 -0.670
H 0.792 2.917 -0.043
H -1.952 3.082 1.062
H -1.246 1.440 1.091
H -2.683 2.342 3.134
H -2.065 2.546 4.776
H -1.454 1.226 3.752
H 2.120 -0.339 1.070
H 1.002 0.970 1.295
H 2.748 2.403 0.997
H 2.910 1.880 -0.676
H 4.394 -0.033 0.198
H 5.056 1.583 0.520
C -3.635 -2.066 -3.486
C -3.417 -2.837 -2.200
O -2.025 -3.006 -1.902
H -3.150 -2.573 -4.320
H -4.698 -1.973 -3.707
H -3.212 -1.061 -3.413
H -3.821 -3.844 -2.279
H -3.916 -2.341 -1.362
H -1.647 -2.129 -1.800
*
```